(1)
The following is a quantum chemistry calculation of a cluster of 11 separate species, H22O11 in total at a distorted geometry, from the Open Molecules 2025 dataset.

```
33
Properties=species:S:1:pos:R:3:forces:R:3:mulliken_spin:R:1
O -12.4396 -24.9647 -17.9856 -0.3 -0.3 -0.1 0.16
H -11.9809 -25.1949 -17.1776 0.2 0.0 0.2 -0.03
H -12.2010 -24.0516 -18.1454 0.1 0.4 0.1 0.12
O -14.6638 -21.1690 -22.7557 -0.1 0.3 -0.1 0.11
H -15.0795 -20.9757 -21.9154 0.0 -0.1 0.5 0.03
H -15.3577 -21.5683 -23.2804 -0.1 -0.3 -0.2 -0.01
O -9.4661 -22.8210 -18.6677 0.2 -0.8 0.6 0.11
H -8.6332 -22.3853 -18.4869 0.1 0.1 0.0 -0.03
H -9.9517 -22.1964 -19.2064 -0.1 0.6 -0.6 0.09
O -12.2401 -20.9047 -23.9093 0.7 0.7 -0.5 0.01
H -13.0558 -20.7161 -23.4453 -0.3 -0.1 0.2 0.00
H -12.1859 -21.8603 -23.9208 -0.1 -0.3 0.1 0.00
O -15.0136 -22.5361 -20.1774 -0.6 0.0 -0.6 0.09
H -15.7325 -22.7066 -19.5689 -0.2 0.0 0.3 0.02
H -14.2544 -22.3829 -19.6149 0.5 0.1 0.6 0.21
O -11.7098 -26.4857 -20.4441 0.0 -0.6 -0.4 0.02
H -11.7498 -25.5740 -20.1550 -0.2 0.4 0.2 0.00
H -10.7742 -26.6846 -20.4819 0.2 0.0 0.0 0.00
O -10.4848 -20.9788 -20.5521 0.7 -0.1 -0.2 0.07
H -11.3846 -21.0967 -20.2475 -0.5 0.0 0.0 -0.08
H -10.3596 -20.0300 -20.5688 0.0 0.3 0.0 -0.01
O -12.8862 -23.5939 -24.0249 0.0 -0.3 -0.2 0.02
H -13.5359 -23.8425 -24.6824 -0.2 0.1 -0.2 -0.01
H -12.8971 -24.3128 -23.3929 0.3 -0.1 0.4 0.00
O -12.3591 -23.3211 -20.8823 0.3 -0.8 -0.7 0.01
H -12.2887 -23.0814 -19.9583 0.1 0.2 0.3 0.05
H -12.9841 -22.6939 -21.2460 -0.2 0.3 -0.3 0.09
O -12.5456 -21.9387 -18.5413 -0.4 -1.4 -0.5 -1.26
H -12.6474 -21.0036 -18.7185 -0.3 1.6 -0.1 0.61
H -12.1091 -21.9755 -17.6902 0.4 0.1 1.0 0.54
O -15.4729 -24.5401 -22.1443 -0.5 -0.4 -0.6 0.06
H -14.7414 -24.9568 -22.5999 0.0 -0.2 0.1 -0.01
H -15.0589 -23.9767 -21.4906 0.2 0.5 0.6 0.03
```
Forces are in eV/Å.

Output
* multiplicity: 2
* net charge: -1
* energy relative to the best compared isomer or geometry (same formula, charge and spin): 20.72 kcal per mole
* ⟨S²⟩: 0.75
* lowest unoccupied orbital energy (alpha / beta): 2.830 / 2.787 eV

=====

(2)
The following is a quantum chemistry calculation of a cluster of 11 separate species, H22O11 in total at a distorted geometry, from the Open Molecules 2025 dataset.

```
33
Properties=species:S:1:pos:R:3:forces:R:3:mulliken_spin:R:1
O 1.2883 0.9212 2.8864 -0.9 -0.4 2.6 0.02
H 0.7282 1.4041 2.2734 0.9 -0.2 -1.3 0.02
H 2.1845 0.6654 2.7292 0.2 0.8 -1.0 -0.02
O 2.4278 -1.1924 -3.6279 -1.2 0.3 2.3 0.08
H 1.8095 -1.6973 -3.0531 0.1 -1.0 -1.2 0.01
H 2.3993 -0.5247 -2.9080 1.1 0.8 -0.9 -0.02
O -3.0721 1.4109 0.3400 -1.4 -0.4 0.4 -0.20
H -3.9045 1.4132 0.8481 0.2 1.4 0.7 -0.02
H -3.3665 0.5467 0.0117 1.3 -0.8 -1.2 0.10
O 2.3917 1.5588 -1.6803 -0.1 -0.1 -0.1 0.04
H 1.8480 2.0477 -1.0569 0.0 0.0 0.5 -0.01
H 1.9225 1.7422 -2.4951 -0.1 0.0 -0.5 0.00
O 3.5728 0.2344 0.7174 -0.8 -0.4 -0.5 0.07
H 3.1809 -0.0279 1.5492 0.3 -0.3 0.2 -0.03
H 2.8649 -0.0708 0.1087 0.7 0.5 0.0 0.03
O -0.6018 3.7018 -1.5286 -0.1 -0.8 0.6 0.11
H -1.5018 3.9600 -1.7587 0.1 -0.1 0.0 -0.04
H -0.7210 2.8946 -0.9694 0.1 0.8 -0.7 -0.04
O -2.5370 -1.5667 -2.7163 0.5 -0.6 0.0 0.40
H -2.2377 -1.9405 -1.8651 -0.2 0.3 -0.3 0.03
H -3.2764 -1.0086 -2.4772 -0.3 0.4 0.3 -0.17
O 0.0505 -1.4863 3.2843 1.7 -0.4 1.4 0.11
H 0.8372 -1.7268 3.8374 -1.2 -0.1 -0.6 -0.03
H 0.3245 -0.5773 3.0864 -0.3 0.4 -0.4 0.00
O -1.9278 -2.5873 1.8619 -2.0 -1.4 1.2 -0.06
H -1.4953 -2.2311 1.0933 1.1 0.6 0.5 0.04
H -1.5862 -2.4816 2.7804 0.6 0.7 -2.0 0.01
O 0.3055 -2.3281 -0.7248 0.6 0.7 0.1 0.13
H -0.1662 -3.1453 -0.8972 -0.4 0.0 -0.2 -0.01
H -0.1759 -1.5621 -1.1078 -0.1 -0.7 0.1 0.07
O -0.2005 1.2670 0.6647 1.0 0.8 0.3 0.41
H -0.3851 0.5696 0.0236 -0.5 -0.3 -0.1 0.04
H -0.9806 1.8173 0.7701 -0.8 -0.4 -0.2 -0.10
```
Forces are in eV/Å.

Output
* multiplicity: 2
* net charge: -1
* energy relative to the best compared isomer or geometry (same formula, charge and spin): 46.99 kcal per mole
* ⟨S²⟩: 0.75
* lowest unoccupied orbital energy (alpha / beta): 2.773 / 2.511 eV

=====

(3)
The following is a quantum chemistry calculation of a cluster of 11 separate species, H22O11 in total at a distorted geometry, from the Open Molecules 2025 dataset.

```
33
Properties=species:S:1:pos:R:3:forces:R:3:nbo_charge:R:1
H -0.1616 0.3881 0.2185 0.1 0.1 0.0 0.50
H 0.1677 -1.0947 0.2737 0.1 0.3 0.0 0.46
H -0.6819 -0.3101 4.8441 0.0 0.1 0.0 0.47
H -1.7851 0.0867 3.8769 0.1 0.0 0.0 0.47
H 1.3119 -0.3628 -0.5842 0.5 0.4 -0.3 0.42
H 1.9181 -0.0386 -1.9397 -0.2 0.4 0.0 0.48
H -0.8276 -2.1490 0.9675 -0.7 -0.3 0.4 0.47
H -2.0188 -2.8257 0.3093 0.0 -0.2 0.3 0.46
H 3.0769 -0.6368 0.1500 0.2 0.1 0.1 0.46
H 4.5007 -0.2180 0.4775 0.0 0.1 0.1 0.47
H 0.3066 0.0621 -4.2590 0.0 0.0 -0.2 0.46
H 0.6053 -1.1562 -3.4007 -0.2 0.0 0.1 0.46
H 1.2449 -5.0457 0.7708 0.0 0.1 0.0 0.47
H 1.0548 -3.7897 1.6054 0.0 -0.1 0.0 0.47
H -1.2028 -1.1529 -0.6993 -0.2 0.3 -0.2 0.49
H -1.0533 -2.2841 -1.7034 0.1 -0.1 -0.2 0.47
H 1.5933 4.0453 -0.5984 0.1 0.0 -0.1 0.47
H 2.7061 3.1296 -0.1156 0.0 0.0 -0.1 0.48
H -2.7357 2.5695 -0.6283 -0.3 0.4 0.0 0.47
H -2.9546 1.9844 -2.0139 0.1 0.2 -0.2 0.46
H -2.3536 2.7322 1.2977 -0.1 0.1 0.4 0.48
H -2.5919 4.1383 0.7720 -0.1 0.0 -0.1 0.49
O -0.3408 -0.4118 0.7255 0.4 1.3 1.5 -0.95
O -1.0972 0.4598 4.4394 -0.1 -0.1 0.0 -0.94
O 1.1606 0.1618 -1.3785 1.7 0.5 2.2 -0.91
O -1.7135 -2.4791 1.1553 -0.3 -0.8 0.1 -0.93
O 3.5914 0.1010 0.4963 0.1 -0.1 -0.1 -0.93
O 0.4194 -0.2123 -3.3419 -0.5 -0.1 -2.6 -0.92
O 1.5744 -4.1460 0.8760 -0.1 0.0 0.0 -0.94
O -0.5566 -1.5782 -1.2743 -1.1 -1.9 -1.1 -0.96
O 2.5534 3.9671 -0.5675 -0.1 0.0 0.1 -0.94
O -2.7160 2.8024 -1.5633 0.1 -0.7 -1.2 -0.97
O -2.9946 3.2635 0.8121 0.2 0.0 1.3 -0.92
```
Forces are in eV/Å.

Output
* net charge: 0
* SMILES: O.O.O.O.O.O.O.O.O.O.O
* energy relative to the best compared isomer or geometry (same formula, charge and spin): 111.66 kcal per mole
* lowest unoccupied orbital energy: -0.119 eV

=====

(4)
The following is a quantum chemistry calculation of a cluster of 11 separate species, H22O11 in total at a distorted geometry, from the Open Molecules 2025 dataset.

```
33
Properties=species:S:1:pos:R:3:forces:R:3:nbo_charge:R:1
H 0.0649 1.3609 -1.5249 -0.2 2.4 -0.4 0.43
H -0.3985 0.3600 -0.4461 0.7 0.2 -1.4 0.48
H -2.2538 -1.9351 0.3248 0.2 -0.1 -0.4 0.45
H -3.3849 -1.6259 1.2890 -0.1 0.1 -0.5 0.47
H 0.5768 0.6052 2.5949 0.1 -1.5 0.0 0.47
H -0.5912 1.4967 1.9951 2.1 -0.3 1.2 0.48
H 1.1334 -2.8095 -2.2542 -1.5 1.0 -2.1 0.44
H 0.0898 -3.4324 -3.0416 -0.8 -0.9 -1.0 0.45
H 4.4139 3.0294 -0.2409 0.9 -1.1 -0.3 0.47
H 2.9965 3.4167 -0.6611 0.6 0.0 0.4 0.47
H -1.8141 3.2052 -0.7030 -2.3 2.1 0.2 0.47
H -1.9065 4.7144 -0.8831 0.0 0.6 -0.1 0.47
H -1.0248 -2.1630 3.9174 -0.5 -0.6 -2.3 0.49
H -1.3587 -2.1176 2.2866 0.2 0.4 0.9 0.47
H 1.8831 -2.9798 0.3614 -0.1 -0.6 0.0 0.47
H 3.0433 -2.8513 -0.7535 -1.2 0.6 1.8 0.48
H -5.1509 0.3720 -0.8646 0.9 1.7 0.7 0.48
H -4.8799 1.8565 -0.3323 -1.9 2.8 0.3 0.47
H 0.0859 -2.2500 -0.9366 0.5 -1.4 0.0 0.42
H 1.1160 -1.1510 -1.5943 -2.5 -0.8 1.6 0.50
H 3.5300 0.6131 1.3705 -1.4 1.2 2.2 0.47
H 4.2332 -0.6570 0.9606 0.2 -1.7 0.7 0.47
O 0.0965 0.4594 -1.2945 -0.9 4.9 0.9 -0.91
O -3.1176 -1.5198 0.3577 -0.1 -0.1 0.8 -0.92
O 0.3113 1.4924 2.4611 -2.3 1.7 -1.2 -0.94
O 0.4407 -2.5541 -2.9708 2.8 -2.5 0.0 -0.90
O 3.7435 3.6672 -0.0893 -1.4 0.9 -0.1 -0.94
O -2.4895 3.9947 -0.6467 2.1 -2.7 -0.1 -0.93
O -1.2421 -2.6704 3.0715 0.4 0.2 1.5 -0.96
O 2.5329 -2.3904 -0.0117 1.8 -0.4 -1.7 -0.95
O -4.5133 1.0440 -0.4950 1.1 -4.4 -1.0 -0.95
O 0.2053 -1.3516 -1.1847 1.4 -2.8 2.2 -0.92
O 3.9818 0.1963 0.6944 1.2 0.7 -2.9 -0.94
```
Forces are in eV/Å.

Output
* net charge: 0
* SMILES: O.O.O.O.O.O.O.O.O.O.O
* energy relative to the best compared isomer or geometry (same formula, charge and spin): 166.58 kcal per mole
* lowest unoccupied orbital energy: -0.300 eV